(1)
This record from OMol25 describes a molecular structure, C48H64Ge2MgN3P2SSi2. The level of theory is ωB97M-V/def2-TZVPD.

XYZ file:
```
123
C48H64Ge2MgN3P2SSi2 | OMol25 | ωB97M-V/def2-TZVPD
Mg -1.02 0.26 -0.58
C -0.64 4.29 0.18
Si -1.64 3.00 1.09
C -2.03 3.73 2.78
C -3.30 2.74 0.24
N -0.78 1.50 1.11
P -0.04 0.77 2.34
C 1.07 -0.49 1.87
P 0.46 -1.61 0.66
N -1.14 -1.43 0.61
Si -2.38 -2.62 0.38
C -1.87 -4.22 -0.46
C -3.08 -3.15 2.05
C -3.79 -1.80 -0.58
C 2.32 -0.81 2.54
C 2.65 -0.46 3.86
C 3.84 -0.83 4.46
C 4.78 -1.59 3.77
C 4.48 -1.97 2.47
C 3.30 -1.58 1.88
C 0.84 -3.28 1.31
C 1.38 -4.34 0.59
C 1.54 -5.58 1.19
C 1.16 -5.77 2.50
C 0.61 -4.72 3.22
C 0.45 -3.48 2.63
C 0.95 2.00 3.25
C 2.07 2.51 2.60
C 2.84 3.50 3.20
C 2.49 3.99 4.45
C 1.37 3.49 5.10
C 0.60 2.50 4.50
C -1.29 0.19 3.54
C -0.92 -0.42 4.73
C -1.88 -0.85 5.64
C -3.23 -0.67 5.36
C -3.60 -0.07 4.17
C -2.64 0.34 3.26
H -0.31 3.91 -0.79
H 0.25 4.55 0.75
H -1.22 5.20 0.00
H -2.74 4.55 2.61
H -1.15 4.16 3.26
H -2.50 3.04 3.48
H -3.62 3.66 -0.26
H -4.08 2.46 0.96
H -3.28 1.97 -0.53
H -1.41 -4.90 0.26
H -1.20 -4.08 -1.30
H -2.77 -4.71 -0.84
H -2.38 -3.79 2.57
H -3.99 -3.73 1.88
H -3.33 -2.32 2.70
H -3.72 -2.01 -1.64
H -3.78 -0.71 -0.46
H -4.76 -2.15 -0.23
H 1.96 0.12 4.46
H 4.03 -0.52 5.48
H 5.70 -1.89 4.24
H 5.18 -2.57 1.90
H 3.14 -1.87 0.85
H 1.65 -4.21 -0.44
H 1.96 -6.40 0.62
H 1.29 -6.74 2.97
H 0.31 -4.86 4.25
H 0.03 -2.65 3.19
H 2.35 2.11 1.64
H 3.71 3.88 2.69
H 3.09 4.76 4.91
H 1.09 3.87 6.07
H -0.28 2.13 5.01
H 0.13 -0.59 4.96
H -1.57 -1.33 6.56
H -3.98 -1.00 6.06
H -4.65 0.05 3.93
H -2.94 0.78 2.32
C 2.51 1.79 -1.01
C 2.95 0.35 -0.80
Ge 1.68 -1.00 -1.52
C 2.73 -2.59 -2.04
C 1.97 -3.57 -2.92
C 1.32 -0.24 -3.30
C 0.42 0.56 -3.87
Ge -1.16 1.33 -2.90
C -2.85 0.66 -3.74
C -3.95 1.71 -3.75
C -1.11 3.25 -3.47
C 0.27 3.91 -3.44
C 0.68 0.94 -5.28
C -0.24 0.67 -6.29
C 0.02 1.00 -7.61
C 1.21 1.62 -7.95
C 2.15 1.89 -6.96
C 1.88 1.55 -5.65
H 3.26 2.50 -0.66
H 1.58 2.01 -0.46
H 2.31 2.00 -2.06
H 3.16 0.17 0.25
H 3.88 0.17 -1.35
H 3.18 -3.07 -1.17
H 3.57 -2.16 -2.61
H 1.08 -3.97 -2.42
H 2.59 -4.42 -3.23
H 1.60 -3.08 -3.82
H 2.17 -0.55 -3.92
H -3.18 -0.21 -3.17
H -2.67 0.29 -4.74
H -4.11 2.15 -2.76
H -4.91 1.30 -4.07
H -3.72 2.54 -4.42
H -1.81 3.79 -2.83
H -1.51 3.31 -4.48
H 0.85 3.63 -2.56
H 0.20 5.00 -3.45
H 0.85 3.61 -4.30
H -1.16 0.16 -6.04
H -0.71 0.76 -8.37
H 1.41 1.88 -8.98
H 3.08 2.37 -7.22
H 2.61 1.78 -4.87
S -1.91 -3.05 -4.46
C -1.36 -2.27 -3.13
N -0.98 -1.71 -2.18
```

- HOMO level (hartree) = -0.1717
- total charge = -1

=====

(2)
This record from OMol25 describes a single C5H11N molecule. The level of theory is ωB97M-V/def2-TZVPD.

XYZ file:
```
17
C5H11N | OMol25 | ωB97M-V/def2-TZVPD
C -0.99 -0.38 1.70
C -0.78 -0.30 0.21
C 0.55 -0.47 -0.46
C 1.85 -0.71 0.29
N -0.07 0.84 -0.34
C -0.60 1.40 -1.57
H -1.83 0.26 2.00
H -1.23 -1.41 1.99
H -0.11 -0.04 2.25
H -1.63 -0.64 -0.38
H 0.49 -0.93 -1.45
H 2.31 0.25 0.55
H 2.57 -1.28 -0.31
H 1.69 -1.26 1.22
H 0.22 1.74 -2.20
H -1.24 2.26 -1.34
H -1.21 0.68 -2.15
```

- HOMO level (hartree) = -0.3329
- ΔE to the lowest compared entry with this formula, charge and spin (kcal per mole) = 25.91
- total charge = 0
- structure (SMILES) = C[C@@H]1[C@H](C)N1C

=====

no.,LUMO (eV),DFT total energy (a.u.),HOMO-LUMO gap (eV)
1,2.3,-8045.81066,6.96
2,1.2,-251.82124,10.30